{"formula": "C20H40IN5O5S2", "method": "ωB97M-V/def2-TZVPD", "multiplicity": 2, "orbital_gap_ev": [6.601, 7.193], "max_force_ev_per_a": 8.18, "charge": 1, "lumo_ev": [-4.16, -4.16], "energy_ha": -2529.48557, "homo_ev": [-10.76, -11.35], "elements": ["N", "C", "N", "O", "C", "C", "C", "C", "S", "O", "O", "O", "N", "C", "S", "C", "N", "C", "C", "C", "C", "I", "H", "H", "H", "H", "H", "H", "H", "H", "H", "H", "H", "H", "H", "H", "H", "H", "H", "H", "H", "H", "H", "H", "C", "C", "C", "C", "C", "C", "N", "O", "C", "C", "C", "H", "H", "H", "H", "H", "H", "H", "H", "H", "H", "H", "H", "H", "H", "H", "H", "H", "H"], "xyz": [[5.2057, 0.0308, 3.6080], [4.1837, 0.7805, 2.7275], [3.4375, 1.7032, 3.7143], [4.8098, 1.6754, 1.7425], [5.0806, 1.0030, 0.4625], [5.6880, 2.1896, -0.5479], [4.8075, 2.3926, -1.9156], [5.5481, 3.5816, -2.8125], [5.5352, 3.2604, -4.6584], [5.7571, 1.7858, -5.0712], [4.1691, 3.7734, -5.2340], [6.7444, 4.1915, -5.4925], [6.2729, 0.0559, 0.6982], [6.4559, -0.7734, -0.3832], [6.4523, -2.1744, -1.4055], [3.7591, 0.2546, -0.1544], [3.3961, -0.8682, 0.7922], [3.0509, -0.2391, 2.1239], [2.6257, -1.4693, 3.1415], [0.9966, -1.7966, 3.1302], [0.5953, -2.9829, 2.0250], [-1.6336, -3.0451, 1.9263], [4.8031, -0.1716, 4.5506], [5.4266, -0.8350, 3.0676], [2.8079, 1.1253, 4.3425], [2.8995, 2.4373, 3.2028], [6.8455, 2.0168, -0.7445], [5.6299, 3.2243, 0.0439], [4.9233, 1.3996, -2.5665], [3.6653, 2.6102, -1.7339], [6.6684, 3.5971, -2.4686], [4.9661, 4.5818, -2.6261], [6.8885, 3.8248, -6.4145], [2.8639, 1.0421, -0.1027], [3.8768, -0.1506, -1.2457], [4.1336, -1.5942, 0.9273], [2.5619, -1.3647, 0.3557], [2.0572, 0.3968, 1.9537], [3.1384, -2.4523, 2.7084], [2.9752, -1.3204, 4.2503], [0.7400, -2.2803, 4.1904], [0.3760, -0.8037, 2.9654], [0.9378, -4.0630, 2.3844], [0.9896, -2.7544, 0.9472], [-6.5142, -0.1304, 1.4269], [-5.3478, -0.0999, 0.4004], [-5.5982, 1.0125, -0.6577], [-6.6488, 0.6504, -1.7017], [-6.3462, -0.7019, -2.3376], [-6.1637, -1.8327, -1.2925], [-5.1918, -1.4646, -0.2095], [-3.8975, -1.5432, -0.7554], [-7.5421, -2.1940, -0.6743], [-5.7544, -3.1410, -2.0449], [-4.1093, 0.3327, 1.2536], [-6.5994, -1.1116, 1.9073], [-6.3636, 0.5943, 2.2366], [-7.4792, 0.1267, 0.9851], [-4.6589, 1.2390, -1.1835], [-5.8988, 1.9418, -0.1589], [-7.6486, 0.6490, -1.2558], [-6.6659, 1.4213, -2.4812], [-7.1545, -0.9575, -3.0351], [-5.4395, -0.6048, -2.9490], [-7.4325, -2.9290, 0.1313], [-8.2049, -2.6368, -1.4282], [-8.0878, -1.3375, -0.2823], [-4.8446, -3.0183, -2.6440], [-6.5389, -3.4548, -2.7444], [-5.5933, -3.9672, -1.3414], [-3.8714, -0.4203, 2.0142], [-4.3018, 1.2790, 1.7734], [-3.2146, 0.5036, 0.6442]]}